The ion C2H7N4O with charge +1 at a distorted geometry, computed with the ωB97M-V functional and the def2-TZVPD basis.

Values from the calculation:
Lowest unoccupied orbital energy (spin up / spin down) = -4.71 / -4.25 eV
Frontier orbital gap (spin up / spin down) = 8.09 / 7.99 eV

```
! wB97M-V def2-TZVPD RIJCOSX def2/J DEFGRID3
* xyz 1 1
C -0.30 0.42 0.83
C -0.41 -1.80 0.09
N 0.39 0.17 -1.50
N -0.48 -0.87 0.97
N -0.36 1.45 1.76
N 0.95 0.89 -2.45
O 0.25 0.84 -0.27
H 0.05 -1.73 -0.91
H -0.48 -2.80 0.50
H -0.66 -1.23 1.95
H -1.27 1.65 2.17
H -0.02 2.26 1.29
H 1.76 0.57 -3.00
H 1.01 1.95 -2.35
*
```

A cluster of 5 separate species, C23H46BN2O12PS in total at a distorted geometry, computed with the ωB97M-V functional and the def2-TZVPD basis.

Values from the calculation:
SMILES string = CC(C)=N[C@]1(CB(O)O)COS(=O)(=O)[C@H](CCOC=O)[C@@H]1P(N)O.CC(C)=O.CC(C)=O.CC(C)=O.CC(C)=O
Lowest unoccupied orbital energy = -0.64 eV
Frontier orbital gap = 7.39 eV

```
! wB97M-V def2-TZVPD RIJCOSX def2/J DEFGRID3
* xyz 0 1
C 0.52 -3.70 -1.55
C 1.54 -2.61 -0.91
C 3.08 -2.84 -1.24
N 1.02 -1.65 -0.17
C 0.61 -0.42 -0.92
C -1.01 -0.30 -0.73
B -1.40 -0.77 0.80
O -1.37 0.16 1.92
O -1.80 -2.14 1.08
C 0.86 -0.46 -2.50
O 0.45 0.74 -3.23
S 1.11 2.14 -2.60
O 1.71 3.07 -3.62
O -0.07 2.91 -2.01
C 2.20 1.74 -1.17
C 3.62 1.09 -1.51
C 4.05 1.10 -3.04
O 5.21 0.18 -3.17
C 5.10 -0.59 -4.35
O 5.68 -1.70 -4.38
C 1.28 0.84 -0.16
P 2.10 0.42 1.49
N 3.48 -0.67 1.32
O 2.79 1.93 2.04
H 0.26 -4.53 -0.81
H -0.39 -3.20 -2.03
H 1.09 -4.20 -2.42
H 3.80 -2.16 -0.67
H 3.36 -3.92 -0.96
H 3.24 -2.76 -2.37
H -1.37 0.78 -0.94
H -1.55 -1.04 -1.43
H -2.19 0.72 1.80
H -1.73 -2.66 0.26
H 0.28 -1.32 -3.00
H 1.96 -0.64 -2.80
H 2.41 2.72 -0.59
H 3.59 -0.02 -1.18
H 4.42 1.63 -0.91
H 3.26 0.75 -3.78
H 4.43 2.14 -3.31
H 4.56 -0.27 -5.31
H 0.40 1.54 0.10
H 4.28 -0.33 1.88
H 3.19 -1.54 1.81
H 3.50 2.10 1.37
C -3.98 -0.38 4.60
C -4.50 0.58 3.56
O -3.90 0.77 2.52
C -5.78 1.29 3.86
H -3.04 -0.83 4.25
H -3.78 0.15 5.53
H -4.70 -1.18 4.76
H -5.67 1.90 4.77
H -6.59 0.57 3.99
H -6.04 1.95 3.03
C -6.96 0.08 -0.96
C -6.59 1.34 -0.23
O -7.41 1.95 0.43
C -5.17 1.82 -0.35
H -8.01 -0.15 -0.78
H -6.80 0.20 -2.03
H -6.36 -0.76 -0.58
H -4.93 2.02 -1.40
H -4.49 1.06 0.05
H -5.04 2.74 0.23
C 5.23 3.91 -6.90
C 5.63 2.47 -6.77
O 4.93 1.57 -7.21
C 6.93 2.17 -6.07
H 4.27 3.97 -7.42
H 5.11 4.35 -5.91
H 5.98 4.46 -7.47
H 6.89 2.53 -5.04
H 7.76 2.63 -6.61
H 7.09 1.09 -6.05
C -3.28 -2.18 9.61
C -3.09 -2.12 8.12
O -2.95 -1.05 7.55
C -3.09 -3.42 7.37
H -3.27 -1.17 10.02
H -4.25 -2.64 9.85
H -2.47 -2.76 10.07
H -4.04 -3.93 7.50
H -2.27 -4.05 7.72
H -2.94 -3.22 6.30
*
```

A cluster of 2 separate species, C2H4F4Si in total at a distorted geometry, computed with the ωB97M-V functional and the def2-TZVPD basis.

Values from the calculation:
Lowest unoccupied orbital energy (spin up / spin down) = 0.35 / -2.64 eV
Frontier orbital gap (spin up / spin down) = 10.69 / 5.41 eV

```
! wB97M-V def2-TZVPD RIJCOSX def2/J DEFGRID3
* xyz 0 1
C 1.94 -0.18 -0.01
C 1.20 -0.10 -1.25
F 1.03 -1.15 -2.00
F -3.12 -0.80 2.02
F -3.50 0.17 -0.34
F -2.40 1.67 1.53
Si -2.40 0.15 0.85
H 3.07 -0.03 0.08
H 1.61 0.61 0.73
H 1.60 -1.16 0.29
H 0.96 0.82 -1.91
*
```

A structure of composition C2H4N2S2 at a distorted geometry, computed with the ωB97M-V functional and the def2-TZVPD basis.

Values from the calculation:
Lowest unoccupied orbital energy = -1.02 eV
Frontier orbital gap = 7.74 eV

```
! wB97M-V def2-TZVPD RIJCOSX def2/J DEFGRID3
* xyz 0 1
C 0.74 -0.96 -0.81
C -0.41 -0.09 0.08
H 1.29 -0.60 1.68
H 3.17 -0.20 1.05
H 0.17 -1.50 -1.78
H 1.01 2.01 0.24
N 2.09 -0.08 0.81
N 1.91 -0.79 -0.52
S -0.39 1.67 -0.20
S -1.83 -0.88 0.27
*
```

The molecule C6H12O at a distorted geometry, computed with the ωB97M-V functional and the def2-TZVPD basis.

Values from the calculation:
SMILES string = C=C(C)CCCO
Lowest unoccupied orbital energy = 0.80 eV
Frontier orbital gap = 8.74 eV

```
! wB97M-V def2-TZVPD RIJCOSX def2/J DEFGRID3
* xyz 0 1
C -0.29 1.00 1.79
O 0.71 0.54 2.67
C 0.43 1.58 0.56
C 0.79 0.51 -0.48
C 0.07 -0.86 -0.87
C -0.06 -2.03 -0.22
C -0.73 -0.89 -2.22
H -0.89 1.85 2.27
H -0.92 0.18 1.35
H 0.40 0.59 3.62
H -0.09 2.49 0.20
H 1.43 1.97 0.78
H 0.96 0.94 -1.53
H 1.72 0.09 0.01
H -0.72 -2.19 0.69
H 0.07 -3.03 -0.83
H -1.83 -0.44 -2.00
H -0.79 -1.89 -2.68
H -0.24 -0.41 -3.12
*
```

The molecule C4H12N2 at a distorted geometry, computed with the ωB97M-V functional and the def2-TZVPD basis.

Values from the calculation:
SMILES string = CN[C@@H](C)CN
Lowest unoccupied orbital energy = 1.04 eV
Frontier orbital gap = 9.11 eV

```
! wB97M-V def2-TZVPD RIJCOSX def2/J DEFGRID3
* xyz 0 1
C -1.45 -1.59 0.76
C 0.33 -0.31 -0.31
C 0.15 -0.06 -1.79
C 1.19 0.84 0.33
H -0.84 -2.33 1.20
H -2.00 -2.15 -0.05
H -2.22 -1.32 1.52
H -0.96 0.46 0.98
H 0.91 -1.22 -0.26
H -0.73 -0.58 -2.16
H 1.02 -0.57 -2.27
H 0.39 0.90 -2.17
H 1.93 0.46 1.04
H 1.79 1.32 -0.60
H 1.19 2.17 1.57
H -0.20 2.55 0.79
N -0.93 -0.33 0.33
N 0.43 1.75 1.07
*
```